Record 1
This record from the Open Molecules 2025 dataset describes C17H21BFeN6O3S as an isolated structure in a non-equilibrium geometry. The level of theory is ωB97M-V/def2-TZVPD.

Geometry (Å):
H: 0.21636 -2.50617 1.98424
N: 0.94748 -2.25040 -0.00378
B: 1.45928 -2.39110 -2.50324
N: 0.88797 -2.93442 -1.16344
C: 0.07895 -3.99713 -0.95628
Fe: 1.49143 0.70562 -1.40639
H: -0.21992 -4.61595 -1.78403
C: -0.24269 -4.03708 0.39496
H: -0.82806 -4.78856 0.88727
C: 0.27538 -2.87855 0.96854
H: 1.62866 -3.24789 -3.30716
C: 1.67745 2.34701 -2.31249
H: 2.41553 2.99341 -1.80042
H: 0.72671 2.88750 -2.41954
H: 2.04759 2.09339 -3.31501
N: 2.77880 -1.61044 -2.27176
N: 0.34204 -1.41640 -2.95998
N: 2.75577 -0.32676 -1.68967
N: 0.21453 -0.15733 -2.36546
C: 4.00436 -1.80386 -2.78501
C: -0.76649 -1.67710 -3.66831
H: 4.25252 -2.71258 -3.31133
H: -0.86671 -2.59209 -4.23649
C: 4.81117 -0.68567 -2.53996
C: -1.63603 -0.59388 -3.56619
C: 4.04451 0.19428 -1.78469
C: -0.97809 0.35641 -2.78117
H: 5.81579 -0.52770 -2.90014
H: -2.62813 -0.52180 -3.96511
H: 4.32074 1.16917 -1.39464
H: -1.29542 1.34464 -2.48567
H: 1.39141 -1.32930 0.08002
C: -3.05187 3.33714 5.89111
C: -2.63554 2.62080 4.63939
C: -2.59452 3.31806 3.42635
C: -2.19497 2.68320 2.25298
C: -1.79357 1.34682 2.29138
C: -1.87225 0.62155 3.48255
C: -2.28145 1.26427 4.65217
S: -1.15678 0.57671 0.79532
O: -1.92325 -0.64955 0.61916
O: -1.37114 1.62388 -0.20461
O: 0.27802 0.32330 1.10133
H: -2.38277 4.18112 6.09766
H: -4.06629 3.74628 5.80010
H: -3.02017 2.66433 6.75163
H: -2.88263 4.37046 3.39221
H: -2.20404 3.21181 1.30536
H: -1.63516 -0.43856 3.47638
H: -2.33451 0.70916 5.59184

Atomic forces in eV per Å
0.04 0.12 -0.40
0.25 -0.10 0.52
-0.41 1.03 -0.11
-0.44 -0.50 0.67
0.97 0.76 0.52
-4.92 5.36 4.39
0.20 -0.17 0.05
-0.45 0.15 0.04
-0.14 -0.01 0.05
0.15 -0.52 -0.68
-0.06 -0.32 0.06
0.48 2.22 -0.72
-0.26 0.02 -0.38
0.24 0.00 0.06
0.04 0.22 0.02
0.59 1.65 0.17
-0.19 1.42 0.01
8.07 -5.29 -0.52
-3.78 -2.23 -2.81
0.10 0.47 0.02
-0.09 0.48 0.11
-0.10 0.03 -0.01
0.01 0.03 0.18
-0.11 -0.44 0.07
0.37 -0.07 0.01
-1.40 -1.68 -0.88
0.83 -1.52 0.05
-0.03 -0.14 0.17
-0.07 0.06 -0.24
-0.39 -0.27 -0.02
0.12 -0.20 0.14
-0.31 -0.44 -0.07
-0.04 0.09 0.21
0.17 -0.10 -0.36
-0.01 -0.32 -0.04
0.06 -0.12 0.24
-0.01 -0.10 0.17
-0.06 0.44 -0.12
-0.07 0.11 -0.15
-0.89 0.80 0.69
0.51 0.13 -0.18
0.56 -0.76 0.03
0.18 -0.07 -0.92
-0.09 -0.14 -0.02
0.18 -0.13 0.03
-0.07 0.11 -0.05
0.03 -0.26 0.05
0.16 -0.10 0.15
0.06 0.15 0.07
0.01 0.14 -0.27

Values from the calculation:
Max |F| ... 9.7 eV/A
Molar mass ... 456.12 g mol⁻¹
ΔE to the lowest compared entry with this formula, charge and spin ... 0.000 eV
Orbital gap (alpha / beta) ... 7.78 / 8.21 eV
Spin multiplicity ... 5

Mulliken atomic charge list, values in e, 6 entries: atom 1 (H): 0.47, atom 2 (N): 0.15, atom 3 (B): 0.05, atom 4 (N): 0.08, atom 5 (C): -0.22, atom 6 (Fe): 0.26


Record 2
This record from the Open Molecules 2025 dataset describes a 2-piece molecular cluster, C5H14N2O overall in a non-equilibrium geometry. The level of theory is ωB97M-V/def2-TZVPD.

Geometry (Å):
C: 1.50511 -0.43268 0.87710
C: 0.87363 0.79584 0.30034
C: -0.44729 1.19773 0.78735
C: -1.19767 1.93899 0.01799
N: -2.58637 1.95146 0.05026
C: -3.23625 1.50353 -0.94651
N: 2.65563 -0.85600 -0.03030
H: 1.72853 -0.39818 1.87693
H: 0.77361 -1.20279 0.80961
H: 1.74545 1.64896 0.41934
H: 0.86042 0.69019 -0.95110
H: -0.76371 0.73873 1.66260
H: -0.72683 2.40273 -0.84380
H: -3.23113 2.34841 0.91760
H: -4.36986 1.47607 -0.90717
H: -2.89335 1.08446 -1.83812
H: 3.30777 -0.12908 -0.30935
H: 3.17907 -1.63878 0.47322
H: 2.16238 -1.12336 -0.95720
H: -0.05037 -4.52703 -0.08184
H: 0.60600 -3.87464 -1.05315
O: 0.10524 -3.59453 -0.27382

Atomic forces in eV per Å
-1.14 -0.24 -2.61
4.31 2.80 -3.45
0.58 -0.18 -0.58
1.47 0.37 -0.72
-3.54 1.33 2.17
-3.85 0.35 1.24
-1.28 -1.48 -0.10
1.36 0.49 2.31
-0.33 -1.22 -0.25
-2.35 -1.50 -0.13
-0.15 0.13 3.31
-0.96 -0.77 1.55
-0.48 0.03 -0.17
2.34 -1.20 -2.53
1.44 0.32 0.26
1.56 -0.41 -1.14
0.27 0.42 0.44
-0.70 0.89 -1.41
1.36 -0.25 1.84
-0.88 -0.09 1.33
0.28 1.09 -0.63
0.72 -0.87 -0.75

Values from the calculation:
Max |F| ... 6.2 eV/A
Molar mass ... 118.18 g mol⁻¹
ΔE to the lowest compared entry with this formula, charge and spin ... 2.635 eV
Charge ... +2
Orbital gap ... 9.66 eV

Mulliken atomic charge list, values in e, 6 entries: atom 1 (C): -0.91, atom 2 (C): -0.30, atom 3 (C): -0.33, atom 4 (C): -0.60, atom 5 (N): -0.06, atom 6 (C): -0.10


Record 3
This record from the Open Molecules 2025 dataset describes C45H44N7SbSeV as an isolated structure. The level of theory is ωB97M-V/def2-TZVPD.

Geometry (Å):
V: 0.73453 -0.32707 1.13275
C: 1.63642 2.87679 2.65787
C: 0.16236 3.26066 2.76604
C: -0.82995 2.30935 2.07287
N: -0.51844 0.88926 2.13710
C: -0.91711 0.14176 3.17800
C: -1.36155 0.69640 4.38610
C: -1.62648 0.16568 5.64158
C: -1.58232 -1.14049 6.07837
C: -1.35450 -2.24043 5.26263
C: -1.12626 -2.30273 3.90468
C: -0.93777 -1.32171 2.90433
N: -0.72695 -1.61719 1.62267
C: -1.04947 -2.89800 1.00953
C: 0.03908 -3.45554 0.09809
C: 0.48889 -2.48849 -0.98683
N: 1.18099 -1.30573 -0.47966
C: 2.41716 -0.96615 -0.92767
C: 3.31960 -1.90730 -1.40962
C: 4.59951 -1.78738 -1.95803
C: 5.29686 -0.65741 -2.30172
C: 4.85180 0.65602 -2.13136
C: 3.73890 1.13385 -1.48515
C: 2.71150 0.47229 -0.75834
N: 1.86585 1.09670 0.03874
C: 1.74541 2.55045 0.07809
C: 2.31179 3.21962 1.32881
H: 1.72985 1.81417 2.89216
H: 2.18191 3.40011 3.44731
H: 0.00828 4.26187 2.35297
H: -0.08943 3.33220 3.82594
H: -0.92008 2.55362 1.01611
H: -1.82773 2.47690 2.48944
H: -1.46553 1.77271 4.35054
H: -1.88754 0.90534 6.39034
H: -1.77270 -1.32528 7.12714
H: -1.38342 -3.20647 5.75563
H: -1.04273 -3.31322 3.52940
H: -1.93981 -2.72894 0.39429
H: -1.32590 -3.66058 1.73890
H: -0.38489 -4.33402 -0.39572
H: 0.90010 -3.78772 0.67790
H: -0.38766 -2.14621 -1.53956
H: 1.10689 -3.02177 -1.70945
H: 2.97784 -2.93190 -1.33397
H: 5.08442 -2.73263 -2.17441
H: 6.26362 -0.78785 -2.77018
H: 5.49894 1.42280 -2.54317
H: 3.67328 2.21276 -1.47044
H: 0.68276 2.77570 -0.00471
H: 2.20067 3.01918 -0.79445
H: 2.23756 4.30061 1.17899
H: 3.38666 3.01181 1.38844
C: -5.96769 3.51460 -2.46560
C: -5.93250 2.60029 -1.42236
C: -4.79336 1.83700 -1.20678
C: -3.68398 1.96461 -2.04021
C: -3.72238 2.89516 -3.07552
C: -4.85953 3.66505 -3.28683
Sb: -1.94228 0.79033 -1.61287
C: -2.77106 -1.12054 -2.15801
C: -3.79196 -1.64971 -1.36879
C: -4.32441 -2.90350 -1.63671
C: -3.83122 -3.65508 -2.69461
C: -2.80881 -3.14425 -3.48081
C: -2.28272 -1.88478 -3.21566
C: -0.85664 1.13576 -3.42089
C: 0.47977 1.51822 -3.32737
C: 1.23652 1.74760 -4.47049
C: 0.65655 1.60101 -5.72165
C: -0.67580 1.22196 -5.82872
C: -1.42847 0.98964 -4.68609
H: -6.85414 4.11187 -2.63384
H: -6.79018 2.48423 -0.77210
H: -4.77988 1.14102 -0.37474
H: -2.86753 3.02575 -3.72773
H: -4.87818 4.38283 -4.09701
H: -4.18180 -1.08669 -0.52728
H: -5.12394 -3.29299 -1.01907
H: -4.24472 -4.63238 -2.90688
H: -2.41951 -3.72398 -4.30851
H: -1.48338 -1.50558 -3.83980
H: 0.93730 1.62551 -2.35145
H: 2.27580 2.03982 -4.38352
H: 1.24025 1.78291 -6.61472
H: -1.12915 1.10729 -6.80508
H: -2.46708 0.69402 -4.78116
Se: 2.45970 -4.36456 3.69277
N: 3.96020 -3.57763 4.16434
C: 3.92622 -2.36417 3.65194
C: 4.94521 -1.38611 3.80284
C: 4.74228 -0.18722 3.20668
C: 3.55633 0.06249 2.47094
N: 2.57636 -0.79097 2.29642
C: 2.74061 -2.03134 2.88077
N: 1.83719 -2.97870 2.78698
H: 5.83392 -1.61907 4.37373
H: 5.47466 0.60508 3.27253
H: 3.43820 1.01882 1.98365

Atomic forces in eV per Å
0.07 0.59 -0.70
0.03 0.06 0.02
-0.02 -0.02 -0.03
0.02 -0.01 0.05
0.19 -0.27 0.17
-0.06 -0.08 0.23
-0.02 0.30 -0.12
-0.06 -0.05 -0.03
0.01 -0.03 -0.04
-0.02 0.07 0.04
-0.11 -0.09 -0.22
-0.25 -0.17 0.14
0.36 -0.10 0.28
-0.02 -0.02 0.06
-0.02 0.01 -0.01
0.07 -0.06 0.02
0.08 -0.11 0.04
0.13 -0.11 -0.08
-0.13 -0.06 -0.04
0.04 0.10 -0.03
0.01 -0.06 0.00
-0.08 -0.01 0.01
0.08 0.03 0.01
0.06 0.27 0.05
-0.16 -0.19 0.18
0.06 0.01 0.01
0.00 0.00 0.00
-0.02 -0.01 -0.01
0.01 0.00 -0.01
-0.01 0.01 0.01
0.01 -0.03 0.01
0.02 -0.01 -0.02
-0.01 0.01 -0.02
0.05 0.01 0.02
0.00 0.01 0.00
0.00 -0.01 0.00
0.00 0.01 0.01
0.01 0.00 0.01
-0.03 0.01 0.00
0.02 0.01 0.01
0.02 -0.01 0.00
0.01 0.03 0.02
-0.04 0.04 0.01
0.00 0.03 -0.03
0.00 0.01 0.03
0.01 0.00 -0.01
-0.01 -0.02 0.00
0.00 0.01 0.00
0.03 0.00 0.01
-0.03 0.02 0.00
-0.02 -0.03 -0.02
-0.02 0.00 -0.01
-0.01 -0.01 0.01
0.03 0.00 -0.01
0.02 -0.01 0.01
-0.01 0.03 -0.02
0.08 0.00 -0.03
-0.03 -0.01 0.03
-0.02 0.00 0.02
0.10 -0.08 -0.02
-0.03 0.06 0.01
0.03 0.01 0.00
0.01 -0.01 0.00
0.00 0.01 0.01
0.02 0.02 0.00
-0.06 -0.02 0.04
-0.07 0.01 0.00
-0.05 -0.07 -0.04
-0.03 0.00 -0.01
0.03 0.01 0.02
-0.03 -0.01 0.02
0.07 0.03 0.02
0.00 0.00 0.00
0.00 0.00 0.00
-0.01 0.00 0.00
0.00 0.00 0.01
0.00 0.00 0.00
-0.01 0.00 0.00
0.00 0.00 0.00
0.00 0.00 0.00
-0.01 0.00 0.00
0.01 0.01 -0.02
0.00 0.02 0.00
0.00 0.00 0.00
0.00 -0.01 0.00
0.00 0.00 0.00
-0.01 0.00 -0.01
-0.08 0.00 -0.08
0.06 0.03 0.05
-0.26 0.04 -0.18
0.05 0.03 0.01
0.23 0.03 0.11
-0.16 -0.08 -0.27
-0.31 0.03 -0.02
0.22 -0.16 0.28
0.01 0.02 0.05
0.00 0.01 -0.01
-0.01 0.00 0.00
0.00 -0.01 0.01

Values from the calculation:
Max |F| ... 0.9 eV/A
Molar mass ... 934.56 g mol⁻¹
ΔE to the lowest compared entry with this formula, charge and spin ... 1.004 eV
Charge ... +1
Orbital gap (alpha / beta) ... 5.61 / 5.71 eV
Spin multiplicity ... 3

Mulliken atomic charge list, values in e, 6 entries: atom 1 (V): -0.27, atom 2 (C): 0.00, atom 3 (C): -0.86, atom 4 (C): -1.12, atom 5 (N): 0.64, atom 6 (C): 1.31


Record 4
This record from the Open Molecules 2025 dataset describes an isolated molecule of C4H6ClN2O3P in a non-equilibrium geometry. The level of theory is ωB97M-V/def2-TZVPD.

Geometry (Å):
C: -0.47072 0.03430 -0.00752
C: 1.22881 -1.70715 0.06160
C: -1.84884 0.36424 0.63184
C: -2.74815 1.37473 0.13019
N: 0.11150 -1.08794 0.45393
N: 2.17594 -0.99632 -0.77094
O: -0.05503 0.72372 -0.91426
O: 1.34625 -2.89050 0.19358
O: 3.93235 0.88707 -1.39033
P: 3.21281 0.23442 -0.30118
Cl: 2.12681 1.41678 0.87231
H: -2.30015 -0.15265 1.50371
H: -3.85689 1.12906 0.12458
H: -2.65291 1.78657 -0.94586
H: -2.47452 2.27252 0.68054
H: -0.33254 -1.71473 1.07363
H: 2.60529 -1.67411 -1.39583

Atomic forces in eV per Å
-3.75 2.41 -0.22
2.07 -0.06 -2.92
1.32 -1.92 -0.15
-1.27 1.78 -2.95
0.52 -0.08 1.23
-1.02 -0.45 0.69
0.03 -0.29 0.22
0.33 -0.96 0.65
0.19 0.20 -0.65
0.62 -0.53 0.30
-0.28 0.57 0.66
1.02 -0.10 -0.51
1.37 0.23 0.88
0.66 -1.18 1.37
-0.74 0.47 0.49
-1.23 -0.22 0.77
0.17 0.14 0.15

Values from the calculation:
Max |F| ... 4.5 eV/A
Molar mass ... 196.53 g mol⁻¹
ΔE to the lowest compared entry with this formula, charge and spin ... 3.065 eV
Orbital gap (alpha / beta) ... 7.61 / 7.49 eV

Mulliken atomic charge list, values in e, 6 entries: atom 1 (C): 0.69, atom 2 (C): 0.35, atom 3 (C): -0.40, atom 4 (C): -1.03, atom 5 (N): -0.02, atom 6 (N): -0.09